Computed, not measured: C6H14P2 as an isolated structure in a non-equilibrium geometry, with the ωB97M-V functional and the def2-TZVPD basis.

Geometry as XYZ:
```
22
Properties=species:S:1:pos:R:3:forces:R:3
C 3.486647 0.491064 -0.161240 -0.2 -0.4 -0.1
C 1.269236 -0.362740 1.248252 -0.1 0.0 -1.1
C -1.922113 -1.754251 0.236741 1.1 -2.3 0.9
C 0.091252 1.932964 -0.092501 -2.3 -1.5 1.8
C -1.623937 -0.353483 0.566590 0.2 1.8 0.4
C 0.722434 -0.900153 -1.450157 -0.5 0.8 0.9
P 2.684953 -0.979977 -0.066071 -0.6 0.8 1.2
P 0.166162 0.112009 -0.116611 -1.4 -0.8 1.5
H 4.426401 0.490376 -0.716328 -0.3 0.3 0.1
H 2.987578 1.425845 0.120903 0.6 -0.2 -0.1
H 0.763145 -1.164881 1.834314 0.7 0.4 -0.3
H 1.498557 0.538598 1.882790 0.1 -1.1 -0.6
H -2.662710 -2.193350 0.885538 -0.4 0.0 0.4
H -2.233724 -1.997396 -0.742005 -0.3 0.3 -1.3
H -1.010639 -2.356355 0.381453 -0.3 -0.2 0.1
H -0.761923 2.097683 -0.764290 0.3 0.7 0.2
H -0.243452 2.103580 1.019582 0.7 0.1 -2.2
H 0.979414 2.431309 -0.346038 1.0 0.7 -0.4
H -1.707416 -0.249293 1.729224 0.5 0.3 -2.1
H -2.427334 0.235503 0.064840 0.8 0.3 0.6
H 0.111479 -1.810802 -1.399353 0.3 0.1 -0.3
H 0.809321 -0.471353 -2.450639 0.0 -0.1 0.3
```
Positions in Å, forces in eV/Å.

relative energy (zero: lowest compared OMol25 entry of this formula, charge and spin): 2.760 eV
LUMO energy: 0.69 eV
orbital gap: 7.5198 eV

Atom charges from the Löwdin analysis, given in e for atoms 1 to 6: -0.46 -0.48 -0.23 -0.20 -0.33 -0.38



Computed, not measured: C6H14S as an isolated structure in a non-equilibrium geometry, with the ωB97M-V functional and the def2-TZVPD basis.

Geometry as XYZ:
```
21
Properties=species:S:1:pos:R:3:forces:R:3
C -0.190336 -2.119658 -1.825259 -1.2 0.6 0.6
C -1.724681 0.267678 -1.899332 1.7 2.5 1.1
C 0.580396 0.778328 2.481633 0.3 1.7 2.7
C 1.510789 0.666807 -0.629370 0.7 -0.6 -0.6
C -0.141538 0.671398 1.211089 -2.9 0.7 -2.2
C 0.429824 -0.148426 0.014139 0.2 0.1 2.2
S -0.963273 -0.804606 -0.974558 0.9 -2.2 0.2
H 0.059930 -2.816393 -1.028506 0.1 -0.4 -0.1
H -0.676586 -2.591512 -2.721112 0.2 0.9 1.0
H -1.554184 1.358358 -1.731807 -0.1 -1.2 0.1
H -2.618496 0.001774 -2.331118 -1.7 -0.8 -1.0
H 0.305400 0.014344 3.247388 0.4 0.4 -0.7
H 1.636460 0.776361 2.287827 0.7 -0.2 0.3
H 0.378614 1.821053 2.996217 0.3 -2.0 -1.0
H 2.403030 0.590388 0.035093 -0.4 -0.2 -0.8
H 1.675560 0.327523 -1.659920 0.5 0.0 0.3
H 1.279508 1.711147 -0.644732 -0.4 0.6 -0.2
H -1.114952 0.182369 1.361940 -0.1 0.3 0.5
H -0.440194 1.734351 0.872121 0.7 -1.6 0.0
H 0.876132 -1.139913 0.363600 -0.7 1.2 -0.4
H -1.711405 -1.281372 0.574667 0.8 0.3 -2.1
```
Positions in Å, forces in eV/Å.

relative energy (zero: lowest compared OMol25 entry of this formula, charge and spin): 5.999 eV
LUMO energy: 0.17 eV
orbital gap: 7.9659 eV

Atom charges from the Löwdin analysis, given in e for atoms 1 to 6: -0.30 -0.34 -0.13 -0.10 -0.34 -0.52



Computed, not measured: a single C6H14Si2 molecule in a non-equilibrium geometry, with the ωB97M-V functional and the def2-TZVPD basis.

Geometry as XYZ:
```
22
Properties=species:S:1:pos:R:3:forces:R:3
C 0.482291 0.087702 -2.364394 0.9 -2.0 0.2
C 1.306911 -0.287938 -1.050423 0.7 -1.2 0.0
C -0.669707 0.917073 -2.027077 -2.1 1.7 0.8
C 0.518501 -1.266023 -0.200768 -1.2 1.2 1.6
C 0.817035 0.208214 2.376868 0.8 -0.8 -0.6
C -1.910988 -1.651799 2.110042 0.2 0.0 0.1
Si -0.539675 2.624102 -1.623601 2.9 -1.3 -1.5
Si -0.286986 -0.988361 1.350520 1.3 0.4 -1.0
H 0.264597 -0.911152 -2.881935 -0.2 1.3 0.8
H 1.133092 0.567350 -3.065009 0.7 0.6 -0.3
H 1.675157 0.551200 -0.430663 -0.3 0.0 -0.8
H 2.172986 -0.898137 -1.408608 -0.2 0.8 0.1
H -1.691969 0.490812 -1.973794 0.8 0.0 0.2
H 0.266769 -2.056799 -0.838387 -0.9 -1.4 -0.6
H 0.552574 1.221942 2.241735 -0.8 1.3 0.0
H 1.036361 0.079491 3.443604 -0.4 -0.4 -0.3
H 1.797875 0.172990 1.840439 -0.6 -0.3 0.5
H -2.813829 -1.592423 1.471083 0.6 0.6 0.3
H -1.905436 -2.708754 2.347709 0.5 -0.3 0.2
H -2.025885 -1.116060 3.077313 -0.2 -0.2 -0.7
H 0.906084 3.217505 -1.846013 -1.3 -0.5 0.2
H -1.085758 3.339068 -0.548641 -1.3 0.7 0.9
```
Positions in Å, forces in eV/Å.

SMILES: C[Si](C)=CCCC=[SiH2]
relative energy (zero: lowest compared OMol25 entry of this formula, charge and spin): 4.627 eV
LUMO energy (spin up / spin down): 0.00 / 0.00 eV
orbital gap (spin up / spin down): 7.3004 / 7.2994 eV

Atom charges from the Löwdin analysis, given in e for atoms 1 to 6: -0.34 -0.31 -0.40 -0.31 -0.22 -0.23



Computed, not measured: C6H15AsMnN3S4 as an isolated structure, with the ωB97M-V functional and the def2-TZVPD basis.

Geometry as XYZ:
```
30
Properties=species:S:1:pos:R:3:forces:R:3
Mn -0.139352 1.109387 -0.626986 0.3 -0.7 0.5
C 0.261949 -1.666227 -1.491326 0.2 -0.1 -0.2
C -0.903874 -1.766128 -0.514997 -0.4 -0.1 0.0
N -1.489901 -0.449456 -0.260095 -0.3 0.0 0.3
C -1.932872 -0.200890 1.111491 -0.2 -0.1 -0.1
C -0.720543 -0.204434 2.046426 0.1 0.0 0.4
N 0.496457 0.226642 1.367473 0.3 0.2 -0.2
C 1.592251 -0.719891 1.185115 0.0 0.0 0.1
C 2.153086 -0.602891 -0.233006 0.1 -0.1 0.1
N 1.089050 -0.493248 -1.220020 -0.2 -0.2 -0.5
H -0.126983 -1.551222 -2.505092 0.0 0.1 0.0
H 0.838584 -2.603503 -1.474556 0.0 0.0 0.0
H -0.583729 -2.193985 0.434599 0.1 0.1 0.0
H -1.648779 -2.464397 -0.916241 0.0 0.0 0.0
H -2.213678 -0.193652 -0.922733 -0.1 -0.1 0.0
H -2.681809 -0.927459 1.467254 0.1 0.0 0.0
H -2.387501 0.789776 1.100662 0.0 0.0 0.0
H -0.559096 -1.190602 2.495839 0.0 0.0 -0.1
H -0.943555 0.475884 2.870506 0.0 0.0 0.0
H 0.802549 1.137647 1.692180 0.1 0.0 0.0
H 1.225877 -1.729834 1.388437 0.0 0.0 -0.1
H 2.413255 -0.550697 1.892037 0.0 0.0 0.0
H 2.830834 -1.444063 -0.441945 0.0 0.0 0.0
H 2.721616 0.325268 -0.314135 0.0 0.0 0.0
H 1.451243 -0.068349 -2.069005 0.0 -0.1 0.0
S -0.247309 3.104729 0.836813 -0.3 0.5 0.3
As -0.322127 3.628437 -1.282670 0.0 0.1 -0.1
S 1.409497 2.417858 -1.896240 0.3 0.6 -0.1
S -1.889181 2.174928 -1.834589 -0.1 0.3 -0.5
S -0.495960 5.630372 -1.885198 0.0 -0.2 0.0
```
Positions in Å, forces in eV/Å.

multiplicity: 2
total charge: -1
relative energy (zero: lowest compared OMol25 entry of this formula, charge and spin): 0.000 eV
LUMO energy (spin up / spin down): 2.49 / 2.49 eV
orbital gap (spin up / spin down): 6.0306 / 5.8118 eV

Atom charges from the Löwdin analysis, given in e for atoms 1 to 6: -0.20 -0.17 -0.18 -0.17 -0.20 -0.20



Computed, not measured: C6H15B2F8InN2O5 as an isolated structure in a non-equilibrium geometry, with the ωB97M-V functional and the def2-TZVPD basis.

Geometry as XYZ:
```
39
Properties=species:S:1:pos:R:3:forces:R:3
In -11.541508 29.547490 -1.403853 -0.4 -1.9 1.6
N -11.079660 33.644285 -1.078072 3.4 0.8 -0.6
O -9.912209 33.958875 -1.343069 -0.9 -0.2 0.1
O -11.920974 34.444378 -0.780658 -1.1 0.0 0.2
O -11.363385 32.411678 -1.099079 -2.0 -1.9 0.3
B -12.150260 27.072751 -3.538665 1.4 -1.7 0.0
F -10.923603 27.760031 -3.667809 -0.3 0.7 0.1
F -13.214851 27.964716 -3.692948 0.8 2.0 -3.4
F -12.260471 25.958014 -4.334952 0.0 0.7 0.0
F -12.270641 26.734402 -2.185446 3.1 -0.6 0.0
B -10.084343 26.765074 0.440694 -0.6 -0.2 -0.1
F -10.564228 25.526349 0.078422 -0.3 -0.1 0.2
F -11.103308 27.663355 0.864818 -1.4 0.2 0.6
F -9.112794 26.714458 1.378010 0.7 -0.1 0.5
F -9.693436 27.450041 -0.716224 0.9 1.3 -2.1
C -16.203562 28.928375 -3.230637 0.8 -0.5 -1.2
O -16.339313 28.525593 -1.891997 -0.1 -0.8 0.6
C -15.715329 27.257893 -1.622187 -1.9 0.4 0.7
C -14.237680 27.374113 -1.603379 -0.3 0.9 2.0
N -13.859122 28.512380 -0.715482 -1.1 -1.0 0.2
C -14.110092 28.195780 0.726357 1.8 0.2 0.1
C -13.666185 29.306382 1.676250 -0.1 0.0 0.1
O -12.406517 29.843046 1.343013 0.6 0.3 -0.7
C -12.032424 30.903709 2.195664 0.6 1.1 1.5
H -15.168501 29.176325 -3.489934 0.0 0.4 0.3
H -16.841891 29.766628 -3.498882 -0.1 -0.1 0.5
H -16.388242 28.097228 -3.918366 -0.5 -0.1 0.1
H -16.037211 26.454591 -2.288530 0.2 0.3 -0.5
H -16.049053 26.912342 -0.641866 -0.4 0.4 0.2
H -13.964396 27.675051 -2.615353 -0.9 -0.5 1.2
H -13.713611 26.469490 -1.303755 -1.0 0.2 0.4
H -14.610951 29.189403 -0.843231 0.4 0.7 -0.9
H -13.600273 27.276417 1.012761 0.1 0.0 -0.4
H -15.186259 28.048028 0.833232 -0.1 0.1 -0.1
H -13.620090 28.816932 2.650749 0.0 0.2 0.2
H -14.355538 30.151924 1.711383 -0.4 -0.2 0.0
H -11.295963 30.706050 2.982391 0.1 -1.3 -0.2
H -12.862882 31.268221 2.803251 -0.4 0.2 -0.5
H -11.526191 31.745183 1.720965 -0.6 -0.1 -0.9
```
Positions in Å, forces in eV/Å.

relative energy (zero: lowest compared OMol25 entry of this formula, charge and spin): 0.000 eV
LUMO energy: -6.79 eV
orbital gap: 3.5299 eV

Atom charges from the Löwdin analysis, given in e for atoms 1 to 6: 1.58 -0.60 0.08 0.13 -0.09 -1.27



Computed, not measured: a 2-piece molecular cluster, C6H15BO2S overall in a non-equilibrium geometry, with the ωB97M-V functional and the def2-TZVPD basis.

Geometry as XYZ:
```
25
Properties=species:S:1:pos:R:3:forces:R:3
B 0.788350 0.577458 0.529264 -1.9 -0.7 1.4
C 3.772822 0.433752 -0.622290 -2.6 0.4 1.2
C -0.490712 -2.439533 0.228928 -0.4 -2.3 0.9
C -2.883970 0.346109 -1.229548 2.4 1.7 1.5
C 2.983579 1.626904 0.006774 2.4 -2.9 2.5
C -0.354514 -1.459619 1.357296 -0.3 -0.9 -0.9
C -3.266068 1.355199 -0.132924 0.6 2.0 0.5
O 1.587207 1.435718 0.085391 0.4 1.8 -1.3
O 0.724142 -0.567609 1.097330 0.7 -0.4 0.2
S -2.356235 1.321010 1.484211 1.0 -0.6 -1.1
H 3.603851 0.275087 -1.624765 -0.6 0.6 -2.7
H 4.799257 0.440445 -0.540706 2.3 0.6 0.8
H 3.438030 -0.518017 -0.296322 -0.4 -0.9 1.3
H -1.052143 -2.102185 -0.670934 0.8 -0.2 0.6
H 0.527978 -2.879167 0.100672 -0.8 0.3 -0.8
H -1.063811 -3.312046 0.740865 0.6 1.3 -1.2
H -3.315802 0.707418 -2.134094 0.6 0.7 -1.3
H -1.662237 0.179346 -1.196691 -3.4 0.0 -0.4
H -3.584761 -0.393412 -1.034901 -0.1 -2.9 0.5
H 3.197500 2.463674 -0.543556 0.0 2.2 -1.2
H 3.387222 1.776301 1.073283 -0.8 -0.1 -1.5
H -0.129192 -2.085932 2.208414 0.3 0.7 0.6
H -1.222601 -0.852731 1.432569 -0.9 0.5 0.7
H -4.335631 1.257712 0.172460 0.7 0.0 -0.5
H -3.092251 2.414119 -0.490734 -0.5 -1.1 0.2
```
Positions in Å, forces in eV/Å.

relative energy (zero: lowest compared OMol25 entry of this formula, charge and spin): 0.803 eV
LUMO energy: -0.25 eV
orbital gap: 6.5498 eV

Atom charges from the Löwdin analysis, given in e for atoms 1 to 6: -0.41 -0.02 -0.07 -0.19 -0.13 -0.25



Computed, not measured: C6H15ClLi2NO2 as an isolated structure in a non-equilibrium geometry, with the ωB97M-V functional and the def2-TZVPD basis.

Geometry as XYZ:
```
27
Properties=species:S:1:pos:R:3:forces:R:3
Li 1.851843 0.400323 -1.110730 -0.1 -0.2 0.9
Li 3.696778 -1.819914 -2.502602 -0.1 -0.4 0.9
Cl 2.855640 -1.747162 -0.356672 0.2 0.7 -1.4
C 2.624058 2.845740 0.663120 0.0 0.2 -0.3
O 1.819405 1.693741 0.429290 0.0 0.2 -0.3
C 0.442097 1.918761 0.724384 0.0 -0.1 0.6
C -0.278327 0.612194 0.493052 -1.0 0.4 -0.3
N -0.165613 0.162452 -0.923238 0.3 -0.3 0.5
C -0.589337 -1.242750 -1.097995 -0.6 -0.3 -0.6
C -2.118894 -1.433998 -1.063417 0.6 0.1 0.5
O -2.682607 -1.219499 0.205937 -0.2 0.1 0.2
C -2.309849 -2.149509 1.225726 0.2 0.3 -0.8
H 2.316656 3.663417 0.004095 0.0 0.0 -0.1
H 3.649357 2.563374 0.445232 0.1 0.1 0.1
H 2.536094 3.214041 1.685386 0.0 -0.3 0.1
H 0.041930 2.772044 0.160654 0.1 -0.3 -0.3
H 0.335639 2.213837 1.776850 0.1 -0.2 0.0
H -1.339727 0.733354 0.737652 0.1 0.1 0.2
H 0.094582 -0.161313 1.161468 0.3 0.0 -0.1
H -0.838581 0.702871 -1.460473 0.2 0.2 0.0
H -0.111053 -1.915809 -0.389692 0.2 0.3 0.2
H -0.248343 -1.557540 -2.090116 0.0 -0.1 0.0
H -2.374429 -2.440473 -1.408126 0.0 0.0 -0.2
H -2.567838 -0.678606 -1.709545 -0.2 -0.2 -0.2
H -3.196031 -2.310802 1.828157 0.1 0.0 0.3
H -1.473123 -1.725823 1.784736 -0.1 -0.2 0.4
H -1.970334 -3.092940 0.786876 -0.2 -0.1 0.1
```
Positions in Å, forces in eV/Å.

total charge: +1
relative energy (zero: lowest compared OMol25 entry of this formula, charge and spin): 0.000 eV
LUMO energy: -4.36 eV
orbital gap: 7.9519 eV

Atom charges from the Löwdin analysis, given in e for atoms 1 to 6: 0.61 0.71 -0.39 -0.07 -0.29 -0.20



Computed, not measured: C6H15ClLi3NO2 as an isolated structure in a non-equilibrium geometry, with the ωB97M-V functional and the def2-TZVPD basis.

Geometry as XYZ:
```
28
Properties=species:S:1:pos:R:3:forces:R:3
Li 4.088724 2.926874 1.199132 0.4 0.3 0.6
Li 1.691934 5.997394 2.009322 0.0 0.1 0.3
Li 1.460994 2.630944 -0.276348 -0.8 0.0 0.2
Cl 2.063904 3.686704 2.042582 0.3 -0.2 -1.1
C -2.434276 -1.250016 1.679682 -0.4 1.5 0.5
O -1.353426 -0.347956 1.500612 1.0 -0.9 0.1
C -0.041856 -0.828946 1.762352 0.0 0.1 -0.6
C 0.926894 0.254654 1.317962 -0.5 1.7 1.3
N 0.693934 0.751834 -0.027648 1.1 0.2 -0.1
C 1.448134 -0.089776 -0.962178 -3.3 -1.9 -1.4
C 0.386534 -0.359076 -2.117408 2.1 0.1 -1.1
O -0.852086 -0.842326 -1.680498 2.2 1.1 2.8
C -1.690146 -1.388676 -2.628148 -1.4 0.0 -1.1
H -2.506516 -1.693556 0.686622 -0.4 -0.4 -0.4
H -3.211416 -0.505266 1.851452 -0.8 -0.6 -0.2
H -2.334976 -1.975786 2.486832 0.4 -0.1 -0.1
H 0.070164 -1.743086 1.179352 -0.1 -0.5 -0.4
H -0.069336 -1.197476 2.787792 0.5 0.2 0.4
H 1.988524 0.020914 1.397972 -0.3 -0.4 0.5
H 0.685824 1.142864 1.901982 0.4 -0.3 0.9
H -0.272286 0.551174 -0.242738 -0.5 0.5 -0.3
H 1.528044 -1.064126 -0.480138 0.8 -0.2 -0.2
H 2.414934 0.251844 -1.331908 -0.1 0.2 0.0
H 0.885324 -1.039266 -2.807808 -0.2 -0.3 -0.1
H 0.263314 0.565754 -2.680968 -0.2 0.3 -0.1
H -1.421606 -2.420856 -2.853078 -0.2 0.0 -0.1
H -1.731306 -0.775996 -3.528718 0.3 -0.1 -0.3
H -2.677956 -1.258776 -2.186058 -0.2 -0.7 -0.2
```
Positions in Å, forces in eV/Å.

multiplicity: 2
total charge: +3
LUMO energy (spin up / spin down): -10.58 / -14.09 eV
orbital gap (spin up / spin down): 8.0033 / 4.4501 eV

Atom charges from the Löwdin analysis, given in e for atoms 1 to 6: 0.76 0.80 0.71 -0.35 0.09 0.06